69
Properties=species:S:1:pos:R:3:forces:R:3:nbo_charge:R:1 method="wB97M-V/def2-TZVPD" total_energy_ha=-3120.2819 total_charge=-2 multiplicity=1 homo_lumo_gap_ev=5.53
Sn 0.46391 -0.27705 0.58129 -2.283 1.879 0.883 1.23
Cl -1.35394 1.83803 3.03116 0.928 -0.800 -0.178 -0.78
Cl -2.77373 1.21017 -0.33864 0.908 -0.719 -0.445 -0.79
Cl -2.18716 -2.41520 2.07338 0.703 -0.183 -0.009 -0.87
O 0.80977 4.91175 -0.18069 1.629 5.183 -0.812 -0.74
O 2.29279 3.62089 -1.22918 3.212 -0.134 -2.317 -0.74
O 0.64520 2.90188 0.09782 1.722 -4.366 -0.268 -0.76
N -1.60658 -1.85176 -4.91849 -0.111 1.019 0.556 -0.53
N -2.83503 4.96712 -3.68488 1.149 -0.571 0.628 -0.52
N 0.58454 -2.11811 3.74159 1.648 0.247 -0.064 -0.52
N 3.63327 1.45462 -1.00255 -0.188 -0.433 1.201 -0.49
N 0.23147 -2.64264 -2.19377 2.066 -2.122 1.639 -0.53
N -2.92580 -2.13379 5.46441 1.552 1.935 -0.130 -0.52
C -0.31486 -1.39570 -5.06222 -0.357 -0.441 0.502 -0.15
C -1.17860 3.66647 -2.81869 -2.333 -1.266 -1.160 -0.28
C -3.39440 0.01729 5.87065 1.079 0.297 -1.148 -0.31
C 1.61140 -2.85567 3.22037 -0.960 -1.017 0.095 -0.06
C 2.32698 -0.78100 3.47077 2.122 0.757 -0.650 -0.34
C 3.54692 0.39712 -1.84770 1.219 0.493 -1.355 -0.08
C 3.96928 -0.39616 0.17945 0.299 1.298 0.146 -0.34
C 1.06663 -0.83019 3.88035 -3.330 0.100 0.844 -0.08
C -4.27840 -0.78741 6.56600 -0.364 -0.309 2.133 -0.32
C 2.70286 -2.06860 3.03451 0.676 -0.357 -0.402 -0.35
C 1.31057 3.83972 -0.40178 -6.113 -1.179 3.194 0.90
C -0.69790 4.92191 -3.01059 -0.141 3.225 -1.459 -0.25
C 1.70113 -3.45162 -0.65035 0.967 0.225 -0.577 -0.32
C -2.25015 -1.00563 -4.02397 0.013 0.217 0.667 -0.07
C -2.55708 -0.82827 5.13401 -0.817 0.070 0.873 -0.03
C 1.58575 -2.94071 -1.89637 -0.518 1.231 -2.290 -0.09
C -0.47918 -3.14388 -1.12679 -0.210 1.716 0.657 -0.05
C -3.85191 -2.06834 6.46161 -1.030 -2.164 -1.083 -0.11
C 3.94946 -0.73348 -1.20005 -1.018 -0.494 1.278 -0.31
C 3.76919 1.01409 0.29013 1.098 -2.395 -0.716 -0.08
C -0.18189 -0.34968 -4.16854 2.623 0.677 -1.978 -0.30
C -2.54074 3.68318 -3.24635 1.287 0.435 0.215 -0.06
C -1.35413 -0.03078 -3.53361 -2.222 -1.586 -0.805 -0.29
C 0.42670 -3.46648 -0.12019 -1.517 -1.030 0.751 -0.36
C -1.70492 5.77566 -3.53913 0.355 -1.684 0.304 -0.14
H -1.55109 0.80621 -2.88013 -0.240 -0.287 0.294 0.30
H -0.47802 2.87146 -2.61003 -0.755 -0.356 0.570 0.23
H 0.34933 5.16937 -2.91853 -0.181 0.334 0.320 0.21
H -3.73610 5.20527 -4.07405 0.371 0.175 0.284 0.40
H 0.37897 -1.89442 -5.72274 0.021 0.165 0.115 0.20
H 3.55909 2.43274 -1.24309 -0.778 -0.343 0.036 0.45
H -3.28044 -1.19301 -3.75981 0.069 0.080 0.023 0.22
H -1.54888 -2.99692 -1.10321 0.031 -0.093 0.306 0.25
H 1.39849 -3.89628 3.02496 0.359 -0.013 -0.143 0.20
H -3.32834 2.94427 -3.25713 0.265 -0.107 0.183 0.22
H 2.35746 -2.68158 -2.60609 -0.162 -0.066 -0.063 0.20
H 2.60334 -3.82223 -0.18660 0.013 0.327 0.050 0.22
H 2.92186 0.11920 3.51731 0.067 -0.079 -0.163 0.23
H -1.99432 -2.68643 -5.33454 0.023 0.368 0.145 0.41
H -1.73084 -0.62401 4.46918 -0.455 0.150 -0.183 0.25
H 0.71771 0.24789 -4.17365 0.122 0.004 0.348 0.22
H 2.71542 4.45595 -1.44285 -0.344 0.514 -0.004 0.49
H -2.52827 -2.90296 4.94437 -0.399 -0.105 0.266 0.43
H 3.30706 0.54354 -2.89050 0.139 0.107 0.026 0.21
H 3.63782 -2.35131 2.57373 -0.061 -0.137 0.224 0.21
H -3.38845 1.08432 6.03747 0.322 0.009 -0.809 0.22
H 4.06386 -1.75392 -1.53475 -0.202 0.274 -0.320 0.21
H -1.68749 6.80257 -3.87312 -0.029 -0.121 0.135 0.19
H 4.14288 -1.13257 0.95013 0.019 0.429 0.165 0.22
H -0.32672 -2.53500 3.86771 -0.370 0.734 -0.272 0.46
H -4.24274 -2.98912 6.86880 -0.207 0.074 -0.002 0.18
H 3.94040 1.63161 1.15947 -0.387 0.218 -0.284 0.23
H 0.28675 -3.74390 0.91414 -0.885 -0.095 -0.246 0.26
H -0.12132 -2.27505 -3.06584 0.094 -0.025 0.161 0.44
H 0.44833 0.00119 4.18517 -0.235 -0.069 0.113 0.28
H -5.04746 -0.48461 7.26115 0.029 0.178 0.004 0.19

12
Properties=species:S:1:pos:R:3:forces:R:3:nbo_charge:R:1 method="wB97M-V/def2-TZVPD" total_energy_ha=-355.7013 multiplicity=1 de_lowest_kj_mol=61.29 homo_lumo_gap_ev=10.78 smiles="C/C(=C/F)CF"
F -2.36283 -1.01897 -0.15388 0.990 0.796 -0.374 -0.34
F 1.62153 -1.34124 -0.53033 0.759 -0.269 -0.511 -0.35
C -0.19811 -0.00265 -0.03074 0.007 0.353 -0.417 -0.14
C 0.66823 1.26032 -0.06252 -1.321 -0.263 0.067 -0.62
C 0.52268 -1.25274 0.26350 -0.838 -1.550 3.157 0.03
C -1.49288 0.03650 -0.30424 -1.111 1.385 -0.097 0.25
H -2.00228 1.00317 -0.63157 0.468 -1.619 0.605 0.17
H 1.03051 1.49775 0.94497 0.379 -0.390 -0.242 0.22
H 1.46136 1.16087 -0.80893 -0.061 0.222 0.352 0.23
H 0.84981 -1.23645 1.37915 -0.120 0.082 -1.687 0.16
H -0.00284 2.09611 -0.27558 0.260 0.065 -0.418 0.21
H -0.09516 -2.20265 0.21018 0.589 1.187 -0.435 0.19

78
Properties=species:S:1:pos:R:3:forces:R:3:lowdin_charge:R:1 method="wB97M-V/def2-TZVPD" total_energy_ha=-2774.3440 total_charge=+1 multiplicity=1 de_lowest_kj_mol=123.26 homo_lumo_gap_ev=3.69
In 1.04183 1.17208 3.00449 -0.261 -0.146 0.021 0.99
S -2.13339 0.91960 3.85624 -1.251 0.197 0.544 0.43
P 5.24704 1.96429 0.49833 1.890 0.590 -0.951 0.78
P 2.65337 3.29862 0.49143 0.227 1.555 -0.959 0.74
F -4.77478 0.41840 4.31946 1.213 -0.293 -0.440 0.14
F -3.89213 -0.47495 2.51867 -0.022 -0.141 0.766 0.07
F -3.54422 -1.36052 4.50062 0.217 0.603 -0.417 0.11
O -1.84874 1.23574 5.24185 0.020 -0.354 -1.149 -0.29
O -2.61733 1.97805 2.99429 0.806 -0.362 0.344 -0.30
O -1.09394 0.05027 3.21369 -0.039 0.490 0.179 -0.58
C -2.47437 -3.73672 1.15455 -0.526 -0.312 0.658 -0.05
C -1.00498 -3.73004 -0.59391 2.752 -1.140 4.664 -0.10
C 0.19990 -3.90550 -1.40775 0.437 -0.029 0.218 0.02
C -2.31375 -3.45639 -1.10607 -5.406 0.738 1.215 -0.09
C 1.83457 4.41339 1.70185 -0.162 -0.075 0.135 -0.36
C 0.17611 -0.44382 -1.88722 0.312 -0.438 -0.165 -0.12
C -2.45580 1.35073 -0.56407 -0.484 -0.425 0.206 -0.08
C 5.45841 3.83521 0.45708 -0.064 -0.538 0.474 -0.45
C -3.22024 -3.43534 -0.00892 0.593 0.371 -3.955 -0.16
C -2.61885 -3.28218 -2.53750 -0.296 -0.061 0.012 0.01
C 1.81007 3.76552 -1.08493 -0.518 -0.360 0.124 -0.29
C 4.12371 4.47427 0.10121 -0.144 -0.178 0.287 -0.40
C 7.03425 1.64733 0.83135 -0.143 -0.215 0.195 -0.34
C -2.98537 0.24874 -2.77235 0.429 -1.057 -0.383 -0.18
C -0.98329 1.60749 -0.74253 0.122 0.387 -0.157 -0.20
C -3.06974 -3.92690 2.48763 0.853 0.125 0.070 0.06
C 5.43855 1.77204 -1.35989 -0.448 -0.376 0.202 -0.30
C -1.10779 -3.87747 0.81761 1.934 -0.033 -2.805 -0.16
C -1.58695 0.48063 -3.41626 -1.222 0.054 -0.897 -0.19
C -3.21361 0.53942 -1.32438 0.205 0.899 0.601 -0.10
C -0.03732 -4.23397 1.77459 0.208 0.046 0.388 -0.02
C -3.66862 -0.18662 3.83671 -0.462 -0.046 -0.122 -0.59
C -0.12776 0.32599 -0.63293 0.551 0.051 0.702 -0.19
C -4.67976 -3.20890 -0.06998 -0.549 0.153 0.113 -0.02
C -0.45435 -0.41246 -3.06625 1.057 -0.141 0.595 -0.13
H 7.21814 1.86264 1.88549 0.196 -0.066 -0.040 0.03
H -0.01070 -0.97787 -3.90627 -0.260 0.185 0.567 0.12
H 1.00269 3.05393 -1.27546 0.043 0.371 -0.166 -0.01
H 0.10639 -4.78347 -2.06555 -0.046 0.229 0.041 0.12
H 5.79839 4.13324 1.46189 -0.055 0.023 -0.321 0.08
H -3.74359 -4.79429 2.54617 0.018 0.210 -0.296 0.14
H -3.68521 -3.10587 -2.70593 0.277 0.022 0.025 0.09
H 4.48211 1.88753 -1.88221 0.137 0.044 0.008 0.02
H 3.97523 5.40465 0.66594 -0.038 -0.174 -0.215 0.07
H -2.33998 -4.17433 -3.11104 0.107 0.012 0.096 0.12
H 1.87905 5.46827 1.38271 -0.221 -0.423 0.207 0.05
H -2.87683 1.85747 0.30774 0.003 -0.869 0.208 0.10
H -0.19315 -5.22281 2.22674 0.029 0.196 -0.087 0.10
H 1.41817 4.78710 -1.00241 0.046 -0.201 -0.242 0.06
H 0.36593 -3.01675 -2.03123 -0.133 -0.257 -0.041 0.08
H 0.00997 -3.49657 2.58263 0.050 -0.124 0.010 0.09
H -3.64951 -3.03560 2.73308 -0.282 0.040 -0.082 0.09
H 7.67306 2.28041 0.20531 -0.031 -0.197 0.124 0.04
H -5.24990 -4.09861 0.22179 0.083 0.081 -0.013 0.10
H 6.17079 2.48936 -1.76289 -0.244 -0.275 0.179 0.04
H 6.23907 4.08997 -0.27935 -0.184 -0.087 0.437 0.08
H 4.09672 4.73553 -0.97126 -0.097 -0.222 0.511 0.07
H -1.74113 0.29902 -4.48821 -0.146 0.369 0.128 0.11
H -1.31037 1.53040 -3.31786 -0.041 -0.134 -0.194 0.11
H -3.70852 0.81935 -3.39305 0.245 -0.211 0.540 0.13
H 0.92998 -4.23880 1.28197 0.092 -0.060 0.052 0.07
H 5.78871 0.74799 -1.54248 -0.052 0.217 -0.091 0.03
H -3.24865 -0.80830 -2.90676 -0.078 0.208 -0.378 0.07
H 0.79710 4.07661 1.83904 0.074 0.342 0.038 0.01
H -4.98941 -2.94216 -1.08015 -0.011 -0.018 0.085 0.08
H 2.35763 4.29621 2.66296 -0.154 0.172 -0.171 0.03
H -4.13038 0.10528 -0.88774 0.105 0.822 -0.426 0.11
H -0.66020 2.29327 0.06000 -0.136 -0.149 -0.372 0.10
H -0.56987 -0.31083 0.15424 -0.125 -0.083 -0.372 0.11
H 1.10047 -1.04930 -1.80452 -0.618 0.258 -0.115 0.11
H 1.07108 -4.04800 -0.75902 -0.151 -0.009 -0.309 0.09
H -4.99369 -2.39202 0.59077 0.070 -0.093 -0.058 0.09
H 2.53647 3.69969 -1.90564 -0.282 0.001 0.223 0.04
H -2.29486 -4.03263 3.24776 -0.108 -0.102 -0.042 0.10
H 0.87542 0.54109 -0.19359 -0.430 0.349 -0.330 0.08
H -0.80809 2.09988 -1.70154 0.336 0.113 0.406 0.09
H 7.23901 0.59018 0.64316 0.177 0.117 0.067 0.03
H -2.03827 -2.44694 -2.95192 0.007 -0.168 0.095 0.08